Here is a cluster of 2 separate species, ClH3N2S in total in a non-equilibrium geometry from the Open Molecules 2025 dataset. Energies are from wB97M-V/def2-TZVPD.

molecular weight	98.558	g mol⁻¹
charge	0
Kohn-Sham gap	7.95	eV
HOMO energy	-0.362	hartree
lowest unoccupied orbital energy	-1.90	eV
energy above the lowest of the compared OMol25 structures with the same formula, charge and spin	10.9	kcal per mole

Geometry as XYZ:
```
7
Properties=species:S:1:pos:R:3:forces:R:3
N 3.2386 -1.8441 -0.5419 1.220 0.960 1.143
N 0.3966 0.2992 0.3831 -1.472 0.457 -0.737
S 4.1473 -1.0297 0.2720 -1.282 -0.542 -1.269
Cl 3.9734 1.1216 -0.0778 0.121 -0.413 0.133
H -0.0630 1.0199 0.9607 1.127 -0.876 -0.159
H 1.0208 0.6717 -0.2821 -0.043 1.683 -1.473
H 1.0894 -0.2915 0.7372 0.329 -1.270 2.362
```
Positions in Å, forces in eV/Å.

Partial charges, natural (NBO), in e:
1 N -0.59
2 N -1.09
3 S 0.95
4 Cl -0.37
5 H 0.38
6 H 0.36
7 H 0.35

---

Here is the molecule C8H7BClNO2 in a non-equilibrium geometry from the Open Molecules 2025 dataset. Energies are from wB97M-V/def2-TZVPD.

molecular weight	195.414	g mol⁻¹
charge	0
Kohn-Sham gap (alpha / beta)	7.94 / 6.06	eV
HOMO energy (alpha / beta)	-0.288 / -0.285	hartree
lowest unoccupied orbital energy (alpha / beta)	0.09 / -1.70	eV

Geometry as XYZ:
```
20
Properties=species:S:1:pos:R:3:forces:R:3
B 2.8425 -1.0500 -0.0310 -1.429 -0.054 -1.285
C -3.1171 0.0889 0.0225 -2.341 0.087 0.400
C -2.6963 1.3912 0.0463 -1.247 2.389 -0.010
C -2.1407 -0.8738 -0.0085 0.509 0.154 0.290
C -1.3954 1.7679 -0.0003 0.310 2.111 0.530
C 0.1204 -1.5982 -0.0776 1.591 -3.683 -1.107
C 1.4249 -1.5342 -0.2416 -1.225 -0.332 0.443
C -0.7901 -0.5221 -0.0162 -0.723 -0.148 -0.689
C -0.3446 0.8225 -0.1208 -2.761 1.332 1.009
N 0.8996 1.1627 -0.0890 2.470 -1.802 -0.067
O 3.5282 -0.6312 -1.0935 3.439 0.604 -2.218
O 3.2077 -1.0253 1.2276 1.047 -0.126 2.729
Cl 1.3905 2.7236 -0.2282 -0.116 0.998 -0.076
H -4.2551 0.0576 0.1611 1.888 -1.122 -0.452
H -3.4941 2.1723 0.1307 0.956 -0.626 0.036
H -2.2952 -1.9268 0.0285 -0.585 -0.543 0.000
H -1.1526 2.8393 0.2591 -0.169 -1.312 -0.794
H -0.3393 -2.6895 -0.1888 0.708 2.175 0.418
H 4.5383 -0.5313 -1.1680 -2.640 -0.234 0.692
H 4.0684 -0.6437 1.3878 0.320 0.130 0.150
```
Positions in Å, forces in eV/Å.

Partial charges, natural (NBO), in e:
1 B 0.97
2 C -0.18
3 C -0.23
4 C -0.20
5 C -0.19
6 C -0.33
7 C -0.05
8 C -0.03
9 C 0.09
10 N -0.38
11 O -0.89
12 O -0.85
13 Cl 0.18
14 H 0.23
15 H 0.21
16 H 0.22
17 H 0.23
18 H 0.21
19 H 0.51
20 H 0.49

---

Here is a cluster of 2 separate species, C2H5N5O in total in a non-equilibrium geometry from the Open Molecules 2025 dataset. Energies are from wB97M-V/def2-TZVPD.

molecular weight	115.096	g mol⁻¹
charge	0
Kohn-Sham gap	8.86	eV
HOMO energy	-0.350	hartree
lowest unoccupied orbital energy	-0.67	eV
energy above the lowest of the compared OMol25 structures with the same formula, charge and spin	174.2	kcal per mole

Geometry as XYZ:
```
13
Properties=species:S:1:pos:R:3:forces:R:3
C 0.1971 -0.6953 -0.5881 2.859 -4.906 -3.942
C -0.5891 0.1861 -0.0195 1.259 0.870 7.324
H 1.2841 -2.7328 -0.0329 -1.060 5.095 0.358
H 1.9230 -0.7861 0.3544 -2.968 -4.025 0.139
H -1.4375 0.5685 -2.8638 0.856 0.121 0.842
H -1.5867 0.9363 1.7184 4.378 -1.620 -0.709
H 0.9065 1.4728 2.8310 -0.040 0.524 -4.377
N 0.9693 -1.5896 0.2748 4.271 0.685 -1.832
N 0.0425 -0.5486 -2.0103 0.670 -1.757 3.449
N -0.8747 0.3841 -2.0156 -0.162 -0.235 -2.319
N -1.2144 0.8456 -0.8847 -4.392 4.174 -0.881
N -0.5109 0.3324 1.4965 -2.627 4.016 -1.612
O 0.8909 1.6267 1.7399 -3.044 -2.941 3.560
```
Positions in Å, forces in eV/Å.

Partial charges, natural (NBO), in e:
1 C 0.23
2 C 0.13
3 H 0.42
4 H 0.40
5 H 0.41
6 H 0.36
7 H 0.47
8 N -0.86
9 N -0.26
10 N -0.11
11 N -0.24
12 N -0.30
13 O -0.65